DFT (ωB97M-V/def2-TZVPD) results for a 22-piece molecular cluster, C53H141N9O22S13 overall at a distorted geometry.

Its maximum force is 3.53 eV/Å. The highest occupied orbital energy is -0.312 Eh. The value obtained for the orbital gap is 0.2921 Eh. The calculation puts the total energy at -256554.5500 eV. Its total charge is 0.

Atoms and positions in Å:
C  2.77029  0.11107  -2.95781
C  3.97746  -0.01349  -3.88559
O  4.03201  0.64732  -4.91613
N  4.85877  -0.94455  -3.44735
C  5.97329  -1.53170  -4.20680
H  2.77274  1.06111  -2.42350
H  2.79736  -0.61006  -2.14090
H  1.80228  -0.06103  -3.42840
H  4.66424  -1.38890  -2.56146
H  5.64949  -2.46923  -4.65881
H  6.81432  -1.75570  -3.55060
H  6.35720  -0.84532  -4.96152
C  -2.57673  3.57843  -5.95082
C  -1.14320  3.60106  -5.35950
O  -0.24180  4.06560  -6.06058
N  -0.93140  3.17355  -4.12248
C  0.32872  3.22035  -3.40402
H  -2.85886  2.59320  -6.32205
H  -2.68801  4.39589  -6.66320
H  -3.32546  3.70457  -5.16878
H  -1.70264  2.94623  -3.51123
H  0.37859  2.45091  -2.63357
H  0.54212  4.22453  -3.03773
H  1.11761  2.92021  -4.09371
C  -6.47877  5.31785  0.76791
C  -5.32681  5.91677  0.01337
O  -5.41112  6.86358  -0.71373
N  -4.20530  5.24563  0.16732
C  -2.99276  5.53349  -0.57226
H  -6.08748  4.71082  1.58431
H  -7.07072  4.62372  0.17134
H  -7.20782  6.01772  1.17627
H  -4.19085  4.52318  0.87297
H  -3.03355  4.82339  -1.39822
H  -2.12435  5.41255  0.07531
H  -2.93498  6.52629  -1.01849
C  -5.43884  -3.04995  0.62437
C  -6.91442  -2.83001  0.78541
O  -7.51750  -1.85616  0.33057
N  -7.52000  -3.79182  1.49617
C  -8.96944  -3.93883  1.81733
H  -4.90785  -2.33151  -0.00014
H  -5.24926  -4.04016  0.21006
H  -4.97094  -3.11142  1.60691
H  -6.96412  -4.54646  1.87249
H  -9.68187  -3.17777  1.49899
H  -8.98392  -3.99889  2.90557
H  -9.48333  -4.84759  1.50404
C  6.51111  -1.09102  5.18293
C  6.27894  0.38236  5.57666
O  7.13999  0.91508  6.26882
N  5.19514  1.02122  5.11912
C  4.84522  2.39181  5.51434
H  7.23548  -1.23381  4.38107
H  5.56557  -1.48239  4.80757
H  6.82393  -1.70027  6.03090
H  4.55379  0.52855  4.51411
H  3.76770  2.55435  5.53921
H  5.28343  3.14902  4.86418
H  5.11486  2.45267  6.56871
C  -0.81997  2.93886  3.78388
C  -0.68574  4.43796  3.63802
O  0.27414  4.99455  4.10363
N  -1.57107  5.06104  2.88397
C  -1.55599  6.46200  2.52880
H  -1.75808  2.66347  3.30201
H  -0.88057  2.65796  4.83532
H  -0.04326  2.43574  3.20796
H  -2.27127  4.50056  2.41958
H  -1.27217  7.14915  3.32590
H  -2.54672  6.80945  2.23581
H  -0.78651  6.66915  1.78510
C  1.91176  8.30461  -1.41846
C  0.54595  7.83210  -1.57058
O  -0.32802  7.96928  -0.73379
N  0.33734  7.29887  -2.78777
C  -0.88895  6.63479  -3.19948
H  2.54486  7.42341  -1.31479
H  2.02871  8.84016  -0.47633
H  2.23063  8.84865  -2.30753
H  1.09761  7.27707  -3.45231
H  -0.67874  6.11706  -4.13536
H  -1.70133  7.34372  -3.35934
H  -1.13341  5.86939  -2.46293
C  -1.46625  -3.60480  0.78404
C  -1.61844  -4.36334  -0.52170
O  -1.42818  -5.58303  -0.47901
N  -1.90266  -3.71087  -1.65096
C  -2.32043  -4.32445  -2.93798
H  -0.43076  -3.64296  1.12227
H  -2.17675  -3.91074  1.55196
H  -1.68536  -2.55011  0.61755
H  -1.84104  -2.70282  -1.66260
H  -2.02320  -5.36911  -3.02988
H  -1.98538  -3.69624  -3.76332
H  -3.40448  -4.27580  -3.04088
C  -5.08998  1.09424  1.35315
C  -4.71685  2.19417  2.28623
O  -3.78330  2.92565  2.08227
N  -5.63790  2.46296  3.25520
C  -5.67439  3.73060  4.00406
H  -4.22168  0.60145  0.91575
H  -5.68954  1.55930  0.57064
H  -5.69747  0.45971  1.99846
H  -6.34110  1.75819  3.42527
H  -5.13265  4.52270  3.48715
H  -5.18497  3.49526  4.94913
H  -6.69117  3.95167  4.32871
C  1.36936  0.87584  5.75303
S  1.51859  -0.23497  4.30665
O  2.94074  -0.13234  3.88409
C  1.33213  -1.93695  5.11475
H  0.37855  0.66994  6.15800
H  1.33252  1.91378  5.42226
H  2.16997  0.71375  6.47472
H  0.77092  -2.50827  4.37534
H  0.76226  -1.72185  6.01869
H  2.33399  -2.31890  5.31095
C  -0.62845  -6.83160  3.93226
S  0.46389  -5.49689  3.36201
O  1.45875  -5.24774  4.50661
C  1.39040  -6.29151  1.98816
H  -1.54327  -6.94887  3.35135
H  -0.86848  -6.77792  4.99415
H  -0.17614  -7.82002  3.85149
H  2.20452  -5.64269  1.66517
H  0.82144  -6.38312  1.06296
H  1.85891  -7.22460  2.30114
C  -0.87854  -1.58967  -6.69036
S  -2.28468  -0.92111  -5.80297
O  -3.03389  -2.07478  -5.13265
C  -1.30044  -0.24652  -4.45503
H  -1.09709  -2.20847  -7.56065
H  -0.30400  -2.16658  -5.96565
H  -0.22339  -0.76585  -6.97358
H  -1.08491  -1.06848  -3.77237
H  -1.98678  0.40525  -3.91443
H  -0.38086  0.27255  -4.72525
C  1.87353  4.89521  0.04503
S  1.46220  3.12476  0.56762
O  1.98624  2.11524  -0.48983
C  2.58077  3.06561  2.02817
H  1.52162  5.69974  0.69078
H  1.44235  5.08113  -0.93865
H  2.95488  4.95617  -0.07763
H  3.59283  3.38186  1.77556
H  2.70272  2.05380  2.41479
H  2.15263  3.64127  2.84879
C  4.54906  -4.16319  3.58885
S  4.78302  -5.70596  2.60506
O  5.99177  -5.46406  1.67848
C  5.27391  -6.72684  4.06639
H  3.72065  -4.32090  4.27948
H  4.41942  -3.32369  2.90581
H  5.37918  -4.04659  4.28557
H  5.10351  -7.76081  3.76642
H  4.53885  -6.57308  4.85641
H  6.27780  -6.44182  4.38114
C  0.46166  -0.79825  0.52580
S  -0.46722  0.10476  -0.85268
O  -1.38922  -0.97794  -1.37260
C  -1.47684  1.19768  0.28023
H  1.29325  -0.21611  0.92290
H  0.84710  -1.67855  0.01141
H  -0.21017  -1.08628  1.33436
H  -0.93061  2.04459  0.69554
H  -1.90146  0.61616  1.09853
H  -2.28388  1.62904  -0.31200
C  4.94774  0.69832  0.75670
S  4.48130  -1.11557  0.73800
O  4.51020  -1.55568  -0.73016
C  6.02731  -1.79074  1.37754
H  5.91245  0.88866  0.28639
H  5.02913  0.99982  1.80101
H  4.20797  1.30102  0.22984
H  6.88454  -1.46618  0.78771
H  5.85833  -2.86050  1.25437
H  6.00609  -1.56496  2.44369
C  3.04235  -4.91665  -3.49967
S  1.83411  -3.73241  -4.13513
O  0.76076  -4.53811  -4.91156
C  1.21388  -3.31776  -2.40971
H  2.52995  -5.61658  -2.83964
H  3.90850  -4.43795  -3.04278
H  3.46411  -5.52267  -4.30152
H  0.87945  -4.21777  -1.89373
H  0.31369  -2.71520  -2.53091
H  1.93501  -2.70313  -1.87091
C  -6.38515  -3.10156  -5.66922
S  -6.48192  -4.32153  -4.27980
O  -5.23051  -5.16257  -4.39740
C  -6.17327  -3.02869  -2.98636
H  -6.52620  -3.62352  -6.61566
H  -5.46229  -2.54607  -5.50236
H  -7.14475  -2.34437  -5.47486
H  -7.05347  -2.41596  -2.79163
H  -5.34757  -2.39114  -3.30231
H  -5.87464  -3.60692  -2.11197
C  7.91400  -6.20253  -1.49058
S  7.17781  -4.78447  -2.48209
O  6.36235  -5.48592  -3.60957
C  5.91164  -4.46345  -1.15422
H  8.21332  -5.72801  -0.55605
H  8.76885  -6.66267  -1.98618
H  7.13665  -6.94798  -1.32287
H  5.37613  -5.38924  -0.94389
H  5.18586  -3.68873  -1.40150
H  6.37538  -4.05707  -0.25539
C  4.12242  3.52049  -2.60557
S  5.78250  4.28236  -2.60229
O  6.01651  4.62763  -1.14228
C  6.57363  2.67722  -2.91068
H  4.15327  2.62473  -1.98527
H  3.79292  3.16216  -3.58084
H  3.38253  4.18687  -2.16218
H  6.32494  2.43485  -3.94389
H  6.15601  1.93265  -2.23296
H  7.66229  2.72281  -2.88167
C  -4.87065  0.83672  -3.59118
S  -4.13904  1.63137  -2.06860
O  -3.03841  2.58752  -2.56725
C  -5.56928  2.80995  -1.95924
H  -5.79286  0.32466  -3.31655
H  -4.27416  -0.00951  -3.93203
H  -4.98051  1.56908  -4.39097
H  -5.44938  3.49992  -1.12398
H  -6.43559  2.15849  -1.84425
H  -5.69354  3.45820  -2.82668
C  -2.48128  -2.82073  4.93612
S  -2.27729  -1.33840  3.76875
O  -3.32979  -1.33700  2.69586
C  -2.94655  -0.05589  4.87856
H  -2.01187  -2.58652  5.89158
H  -1.85397  -3.59068  4.48694
H  -3.54955  -3.03587  4.91097
H  -2.94260  0.91769  4.38841
H  -2.33471  0.10079  5.76693
H  -3.97348  -0.28611  5.16229

Atoms 1-3, force components in eV/Å:
0.1 -0.2 1.0
-1.1 -0.3 0.0
0.6 -0.3 0.3